1.
# C4H6O2

C4H6O2 in the gas phase (wB97M-V/def2-TZVPD, the Open Molecules 2025 dataset).

```
! RIJCOSX wB97M-V def2-TZVPD def2/J DEFGRID3
* xyz 0 1
O -1.60553 -0.61346 -0.52745
C -0.59411 -0.75042 -1.17853
C 0.78932 -0.40996 -0.62746
C 0.47550 0.77455 0.25219
C -0.43718 0.44617 1.32126
O 0.95124 0.93139 1.55512
H -0.69230 -1.07215 -2.22375
H 1.51651 -0.24884 -1.43013
H 1.15113 -1.23581 -0.00002
H 0.30644 1.71048 -0.28020
H -1.32516 1.05771 1.50969
H -0.53588 -0.58966 1.62930
*
```

Values from the calculation:
**SMILES**: O=CC[C@H]1CO1
**HOMO level**: -0.3685 Ha
**HOMO-LUMO gap**: 10.841 eV
**Energy above the lowest of the compared OMol25 structures with the same formula, charge and spin**: 59.1 kcal per mole
**E**: -306.41213 hartree

Atom charges from the Mulliken analysis, given in e for atoms 1 to 8: -0.47 0.08 -0.65 0.13 -0.42 -0.46 0.38 0.31


2.
# C48H38CrFN4O2

C48H38CrFN4O2 as an isolated structure (wB97M-V/def2-TZVPD, the Open Molecules 2025 dataset).

```
! RIJCOSX wB97M-V def2-TZVPD def2/J DEFGRID3
* xyz -1 5
Cr -0.26429 1.31295 0.36802
C -3.74097 0.28802 -2.10030
C -3.63699 1.21773 -3.14136
C -2.63720 2.15754 -3.12489
C -1.71710 2.17987 -2.05589
N -1.82661 1.25330 -1.05734
C -2.80203 0.35196 -1.08703
C -0.65810 3.12647 -1.92875
C -0.39305 4.23623 -2.78893
C 0.62675 5.09029 -2.45227
C 1.40326 4.89719 -1.30201
C 1.11196 3.76407 -0.52193
N 0.13608 2.93846 -0.85539
C 1.84783 3.35420 0.67846
C 2.90227 4.09715 1.20670
C 3.57507 3.62815 2.31810
C 3.19444 2.42234 2.88398
C 2.13853 1.73477 2.30804
N 1.47931 2.18383 1.24512
H -4.51647 -0.46402 -2.07487
H -4.34185 1.19856 -3.96425
H -2.54573 2.87489 -3.92928
H -2.80104 -0.34717 -0.25816
H -0.98139 4.40536 -3.67932
H 0.83612 5.93988 -3.09291
H 2.20061 5.57950 -1.04919
H 3.18438 5.03261 0.74555
H 4.39396 4.20024 2.73813
H 3.69990 2.01180 3.74724
H 1.81625 0.76995 2.66980
O 0.81266 0.21548 -0.87564
C 1.78321 -0.53332 -1.46055
C 2.87922 -0.98439 -0.41828
C 2.31003 -1.87013 0.65014
C 2.44810 -3.25704 0.62354
C 1.78203 -4.01888 1.56785
C 0.96432 -3.38208 2.48587
C 0.89389 -1.99307 2.46138
C -0.08523 -1.24375 3.31280
C -1.33613 -0.83158 2.45692
O -0.95142 -0.20396 1.30593
C -2.04562 -2.14841 2.05731
C -1.76563 -2.69924 0.80871
C -2.33097 -3.90670 0.42311
C -3.18137 -4.58944 1.28409
C -3.45849 -4.05300 2.53400
C -2.89420 -2.84069 2.91602
C -2.28696 0.01499 3.32140
C -3.18429 0.86146 2.67352
C -4.11021 1.59975 3.39040
C -4.15660 1.51589 4.77754
C -3.26119 0.68962 5.43548
C -2.33493 -0.05432 4.70947
N 1.59853 -1.26077 1.59846
C 2.52170 0.33083 -2.51499
C 2.74333 -0.03896 -3.83712
C 3.38484 0.82513 -4.72225
C 3.81252 2.07248 -4.29991
C 3.59323 2.45437 -2.98016
C 2.95768 1.59046 -2.10575
C 1.17149 -1.77517 -2.14124
C -0.19978 -1.79680 -2.36791
C -0.81190 -2.88402 -2.97765
C -0.05705 -3.97781 -3.38057
C 1.31701 -3.95941 -3.18390
C 1.92101 -2.86635 -2.57556
H 3.25676 -0.06599 0.03510
H 3.71254 -1.47220 -0.92855
H 3.05605 -3.72815 -0.13659
H 1.86848 -5.09888 1.56158
H 0.36224 -3.94169 3.19171
H 0.35838 -0.32696 3.70760
H -0.39525 -1.86660 4.15337
H -1.09074 -2.16500 0.14966
H -2.09173 -4.31458 -0.55320
H -3.62520 -5.53203 0.98387
H -4.12759 -4.57213 3.21180
H -3.13197 -2.42131 3.88703
H -3.11190 0.97004 1.60186
H -4.78708 2.26254 2.86383
H -4.87799 2.09891 5.33801
H -3.27285 0.62189 6.51753
H -1.64369 -0.68720 5.25372
H 2.39772 -0.99915 -4.19656
H 3.53742 0.51898 -5.75111
H 4.29920 2.74959 -4.99268
H 3.90141 3.43565 -2.63697
H 2.76639 1.88933 -1.08371
H -0.77583 -0.94277 -2.04283
H -1.88570 -2.87345 -3.13039
H -0.53287 -4.83306 -3.84607
H 1.92425 -4.79964 -3.50113
H 2.99837 -2.86848 -2.45337
F -1.21553 2.52505 1.39891
*
```

Values from the calculation:
**HOMO level (alpha / beta)**: -0.0800 / -0.1979 Ha
**HOMO-LUMO gap (alpha / beta)**: 4.591 / 7.798 eV
**E**: -3365.98091 hartree

Atom charges from the Mulliken analysis, given in e for atoms 1 to 8: -0.09 -1.28 -0.64 -0.96 0.58 1.16 -0.12 -0.08


3.
# C6H7NO2

C6H7NO2 in the gas phase (wB97M-V/def2-TZVPD, the Open Molecules 2025 dataset).

```
! RIJCOSX wB97M-V def2-TZVPD def2/J DEFGRID3
* xyz 0 3
C -1.83672 0.82286 0.07813
C 0.92285 -0.28079 1.13017
C -0.31166 -0.66354 1.20142
C 0.33036 -0.02286 -1.22309
C 1.44313 0.24309 -0.13779
C -1.08472 -0.38631 -0.07303
N -2.51803 1.71933 0.17467
O 1.78693 1.62050 -0.08472
O -1.87207 -1.45811 -0.40341
H 1.69560 -0.39787 1.88222
H -0.79867 -1.35652 2.00290
H 0.27601 0.79120 -1.82825
H 0.47960 -1.01330 -1.68845
H 2.44266 -0.20315 -0.40258
H 1.33732 2.08955 0.66046
H -2.29257 -1.50407 -1.28864
*
```

Values from the calculation:
**HOMO level (alpha / beta)**: -0.2190 / -0.3747 Ha
**HOMO-LUMO gap (alpha / beta)**: 6.618 / 7.021 eV
**Energy above the lowest of the compared OMol25 structures with the same formula, charge and spin**: 43.6 kcal per mole
**E**: -437.80469 hartree

Atom charges from the Mulliken analysis, given in e for atoms 1 to 8: 0.05 -0.75 -0.58 -1.09 0.33 0.95 -0.46 -0.55


What is the E in the first record? -306.41213 hartree


What did the third record say?
# C6H7NO2

C6H7NO2 in the gas phase (wB97M-V/def2-TZVPD, the Open Molecules 2025 dataset).

```
! RIJCOSX wB97M-V def2-TZVPD def2/J DEFGRID3
* xyz 0 3
C -1.83672 0.82286 0.07813
C 0.92285 -0.28079 1.13017
C -0.31166 -0.66354 1.20142
C 0.33036 -0.02286 -1.22309
C 1.44313 0.24309 -0.13779
C -1.08472 -0.38631 -0.07303
N -2.51803 1.71933 0.17467
O 1.78693 1.62050 -0.08472
O -1.87207 -1.45811 -0.40341
H 1.69560 -0.39787 1.88222
H -0.79867 -1.35652 2.00290
H 0.27601 0.79120 -1.82825
H 0.47960 -1.01330 -1.68845
H 2.44266 -0.20315 -0.40258
H 1.33732 2.08955 0.66046
H -2.29257 -1.50407 -1.28864
*
```

Values from the calculation:
**HOMO level (alpha / beta)**: -0.2190 / -0.3747 Ha
**HOMO-LUMO gap (alpha / beta)**: 6.618 / 7.021 eV
**Energy above the lowest of the compared OMol25 structures with the same formula, charge and spin**: 43.6 kcal per mole
**E**: -437.80469 hartree

Atom charges from the Mulliken analysis, given in e for atoms 1 to 8: 0.05 -0.75 -0.58 -1.09 0.33 0.95 -0.46 -0.55


The highest E belongs to which entry? C4H6O2